{"formula": "C8H24ClO8Zn", "method": "ωB97M-V/def2-TZVPD", "multiplicity": 1, "relative_energy_kcal_mol": 0.0, "total_charge": 1, "elements": ["Zn", "Cl", "C", "C", "O", "O", "H", "H", "H", "H", "H", "H", "C", "C", "O", "O", "H", "H", "H", "H", "H", "H", "C", "C", "O", "O", "H", "H", "H", "H", "H", "H", "C", "C", "O", "O", "H", "H", "H", "H", "H", "H"], "xyz": [[1.141, -3.147, 0.166], [1.278, -0.841, 0.321], [1.210, -0.911, -3.867], [1.537, -2.302, -4.413], [2.463, -2.261, -5.544], [2.327, -0.428, -3.120], [0.203, -0.892, -3.436], [1.141, -0.215, -4.705], [0.692, -2.718, -4.970], [1.991, -3.011, -3.720], [1.920, -2.227, -6.333], [2.209, -0.685, -2.201], [0.749, -0.269, 5.933], [0.738, -0.863, 4.546], [0.939, 0.192, 3.611], [-0.272, 0.708, 6.084], [1.759, 0.047, 6.221], [0.605, -1.040, 6.702], [-0.173, -1.379, 4.220], [1.576, -1.576, 4.511], [1.103, -0.199, 2.749], [-0.635, 0.527, 6.954], [-2.717, -1.535, 2.017], [-3.979, -1.337, 1.209], [-4.406, 0.010, 1.250], [-1.673, -0.753, 1.496], [-2.456, -2.596, 2.134], [-2.913, -1.130, 3.016], [-4.799, -2.039, 1.368], [-3.813, -1.565, 0.142], [-3.716, 0.563, 0.869], [-1.123, -1.266, 0.902], [0.380, 4.128, -2.820], [0.916, 2.767, -2.473], [0.689, 2.516, -1.093], [0.885, 5.077, -1.898], [-0.716, 4.113, -2.856], [0.632, 4.459, -3.833], [1.956, 2.576, -2.764], [0.379, 2.006, -3.062], [0.903, 1.586, -0.973], [1.070, 5.906, -2.342]]}

=====

{"formula": "C30H23F3O12S", "method": "ωB97M-V/def2-TZVPD", "multiplicity": 1, "e_tot_ha": -2757.35793, "elements": ["C", "C", "C", "O", "S", "O", "O", "C", "C", "O", "C", "F", "F", "F", "H", "H", "H", "H", "H", "H", "H", "C", "C", "C", "O", "C", "C", "C", "O", "H", "H", "H", "H", "C", "C", "C", "O", "C", "C", "C", "O", "H", "H", "H", "H", "C", "C", "C", "O", "C", "C", "C", "O", "H", "H", "H", "H", "C", "C", "C", "O", "C", "C", "C", "O", "H", "H", "H", "H"], "xyz": [[-1.938, 4.708, -1.259], [-1.020, 4.044, -0.787], [0.166, 3.289, -0.057], [-0.020, 3.537, 1.358], [0.566, 2.295, 2.313], [1.876, 1.941, 1.700], [-0.352, 0.897, 2.130], [-1.739, 1.171, 1.814], [-2.012, 0.725, 0.302], [-0.979, -0.239, -0.042], [-3.390, -0.020, 0.086], [-4.458, 0.787, 0.488], [-3.595, -0.420, -1.240], [-3.399, -1.165, 0.917], [-2.669, 5.562, -1.348], [0.199, 2.197, -0.344], [1.121, 3.778, -0.432], [-2.357, 0.467, 2.471], [-2.084, 2.216, 2.064], [-1.925, 1.593, -0.434], [-0.848, -0.249, -1.013], [-2.490, -3.703, -1.427], [-3.169, -4.635, -0.762], [-3.684, -5.842, -1.444], [-4.306, -6.693, -0.839], [-3.412, -5.974, -2.893], [-2.732, -5.041, -3.557], [-2.219, -3.834, -2.873], [-1.596, -2.981, -3.477], [-2.107, -2.814, -0.944], [-3.375, -4.554, 0.298], [-3.795, -6.864, -3.376], [-2.525, -5.121, -4.617], [3.251, 0.068, 4.365], [3.872, -1.089, 4.597], [4.845, -1.228, 5.704], [5.414, -2.281, 5.917], [5.099, -0.035, 6.543], [4.477, 1.120, 6.310], [3.505, 1.259, 5.203], [2.937, 2.315, 4.993], [2.538, 0.189, 3.559], [3.694, -1.972, 3.990], [5.812, -0.155, 7.349], [4.652, 2.002, 6.914], [-1.428, 5.275, -5.497], [-1.356, 6.280, -6.370], [-0.308, 7.319, -6.260], [-0.242, 8.235, -7.054], [0.657, 7.198, -5.144], [0.585, 6.194, -4.271], [-0.463, 5.155, -4.381], [-0.529, 4.238, -3.587], [-2.188, 4.507, -5.562], [-2.053, 6.382, -7.192], [1.418, 7.966, -5.078], [1.282, 6.091, -3.449], [1.515, -5.918, 1.075], [2.396, -5.465, 1.966], [2.514, -4.020, 2.260], [3.319, -3.604, 3.071], [1.618, -3.098, 1.528], [0.738, -3.551, 0.638], [0.618, -4.996, 0.344], [-0.187, -5.408, -0.468], [1.414, -6.972, 0.846], [3.059, -6.125, 2.511], [1.718, -2.043, 1.756], [0.075, -2.889, 0.094]]}

=====

{"formula": "C35H39F17InNO2SSi4Te", "method": "ωB97M-V/def2-TZVPD", "multiplicity": 1, "total_charge": -2, "e_tot_ha": -5274.75014, "elements": ["In", "C", "C", "C", "C", "C", "N", "C", "C", "C", "C", "C", "C", "C", "C", "O", "C", "F", "F", "F", "C", "F", "F", "F", "C", "C", "C", "O", "C", "F", "F", "F", "C", "F", "F", "F", "H", "H", "H", "H", "H", "H", "H", "H", "H", "H", "H", "H", "F", "C", "C", "F", "C", "F", "C", "S", "C", "F", "C", "F", "C", "Si", "C", "C", "Si", "Te", "Si", "C", "C", "C", "Si", "C", "C", "C", "H", "H", "H", "H", "H", "H", "H", "H", "H", "H", "H", "H", "H", "H", "H", "H", "H", "H", "H", "H", "H", "H", "H", "H", "H", "H", "H"], "xyz": [[0.594, -0.770, -0.445], [6.867, 0.424, 3.194], [5.451, 0.134, 2.769], [4.367, 0.346, 3.611], [3.082, 0.095, 3.189], [2.776, -0.395, 1.894], [1.479, -0.624, 1.538], [0.495, -0.654, 2.537], [0.537, -1.659, 3.508], [-0.426, -1.765, 4.489], [-1.486, -0.868, 4.528], [-2.575, -0.978, 5.564], [-1.539, 0.126, 3.560], [-0.578, 0.257, 2.558], [-0.652, 1.355, 1.469], [-0.531, 0.905, 0.195], [0.439, 2.460, 1.778], [0.699, 2.570, 3.101], [0.065, 3.699, 1.380], [1.589, 2.211, 1.161], [-2.036, 2.074, 1.490], [-3.044, 1.191, 1.428], [-2.196, 2.898, 0.451], [-2.243, 2.824, 2.610], [3.882, -0.583, 1.017], [5.166, -0.326, 1.492], [3.712, -1.145, -0.413], [2.589, -0.798, -1.105], [4.881, -0.670, -1.349], [6.091, -1.248, -1.110], [5.060, 0.657, -1.257], [4.621, -0.935, -2.633], [3.793, -2.697, -0.303], [2.745, -3.166, 0.386], [4.899, -3.145, 0.331], [3.775, -3.300, -1.509], [6.964, 0.386, 4.281], [7.195, 1.416, 2.870], [7.565, -0.302, 2.771], [4.527, 0.725, 4.617], [2.263, 0.296, 3.864], [1.358, -2.365, 3.459], [-0.365, -2.564, 5.222], [-2.277, -1.646, 6.374], [-3.498, -1.371, 5.130], [-2.808, -0.003, 5.998], [-2.368, 0.815, 3.610], [6.012, -0.501, 0.845], [-5.621, -3.836, -2.453], [-4.423, -3.647, -1.875], [-4.092, -2.423, -1.327], [-4.986, -1.427, -1.355], [-2.856, -2.241, -0.732], [-2.622, -1.067, -0.158], [-1.891, -3.248, -0.681], [-0.346, -3.073, 0.120], [-2.269, -4.470, -1.239], [-1.433, -5.518, -1.206], [-3.506, -4.678, -1.819], [-3.817, -5.873, -2.349], [2.602, -0.543, -7.300], [2.367, -0.743, -5.428], [3.404, -2.240, -4.957], [2.970, 0.810, -4.574], [0.109, -1.090, -4.901], [-0.666, 0.075, -2.844], [-1.202, -0.008, -6.508], [-1.086, -0.782, -8.233], [-3.023, -0.022, -6.028], [-0.677, 1.799, -6.652], [-0.360, -3.375, -4.935], [0.220, -4.162, -6.558], [-2.226, -3.616, -4.830], [0.500, -4.248, -3.520], [3.660, -0.390, -7.533], [2.043, 0.307, -7.698], [2.269, -1.441, -7.829], [4.470, -2.029, -5.086], [3.148, -3.096, -5.588], [3.247, -2.517, -3.916], [4.034, 0.987, -4.756], [2.812, 0.721, -3.497], [2.403, 1.678, -4.921], [-1.508, -1.790, -8.234], [-0.052, -0.851, -8.578], [-1.648, -0.183, -8.956], [-3.411, -1.042, -5.975], [-3.619, 0.535, -6.757], [-3.159, 0.432, -5.045], [0.350, 1.894, -7.010], [-0.731, 2.276, -5.671], [-1.331, 2.344, -7.339], [-0.251, -3.688, -7.422], [-0.033, -5.227, -6.576], [1.302, -4.073, -6.676], [-2.702, -3.330, -5.771], [-2.639, -2.982, -4.041], [-2.493, -4.655, -4.614], [1.583, -4.222, -3.659], [0.189, -5.294, -3.445], [0.288, -3.769, -2.561]]}

=====

{"formula": "H8N2Si2", "method": "ωB97M-V/def2-TZVPD", "multiplicity": 1, "relative_energy_kcal_mol": 101.5, "elements": ["N", "N", "Si", "Si", "H", "H", "H", "H", "H", "H", "H", "H"], "xyz": [[-1.498, 1.364, -1.504], [1.786, 0.689, -0.102], [-0.331, -1.657, 1.011], [0.235, 0.486, 0.503], [-2.006, 0.449, -1.559], [-1.997, 1.879, -0.860], [2.239, 0.079, -0.798], [1.910, 1.643, -0.543], [0.498, -2.724, 1.559], [-1.124, -2.065, -0.195], [-1.570, -1.628, 1.810], [-0.488, 1.417, 1.349]]}

=====

{"formula": "C11H66O21Si", "method": "ωB97M-V/def2-TZVPD", "multiplicity": 1, "e_tot_ha": -2328.13684, "elements": ["C", "O", "C", "C", "C", "C", "C", "C", "C", "C", "C", "C", "Si", "H", "H", "H", "H", "H", "H", "H", "H", "H", "H", "H", "H", "H", "H", "H", "H", "H", "H", "H", "H", "H", "H", "H", "H", "H", "H", "O", "H", "H", "O", "H", "H", "O", "H", "H", "O", "H", "H", "O", "H", "H", "O", "H", "H", "O", "H", "H", "O", "H", "H", "O", "H", "H", "O", "H", "H", "O", "H", "H", "O", "H", "H", "O", "H", "H", "O", "H", "H", "O", "H", "H", "O", "H", "H", "O", "H", "H", "O", "H", "H", "O", "H", "H", "O", "H", "H"], "xyz": [[-4.368, -1.959, 0.563], [-3.272, -2.553, 1.290], [-2.026, -2.195, 0.633], [-0.871, -2.117, 1.669], [-0.083, -3.465, 1.801], [1.347, -3.295, 2.413], [2.341, -2.835, 1.303], [3.665, -2.191, 1.840], [4.889, -2.252, 0.837], [5.355, -0.832, 0.326], [4.992, -0.437, -1.165], [3.732, -1.149, -1.774], [4.267, -2.458, -3.029], [-5.310, -2.537, 0.769], [-4.205, -1.986, -0.544], [-4.505, -0.882, 0.847], [-1.818, -2.953, -0.160], [-2.169, -1.178, 0.172], [-0.151, -1.327, 1.314], [-1.294, -1.816, 2.655], [-0.683, -4.161, 2.438], [-0.032, -3.916, 0.780], [1.273, -2.487, 3.191], [1.691, -4.264, 2.851], [2.601, -3.650, 0.580], [1.798, -2.045, 0.715], [3.502, -1.132, 2.206], [3.938, -2.777, 2.763], [5.755, -2.660, 1.429], [4.706, -2.975, 0.014], [5.013, -0.030, 1.038], [6.478, -0.827, 0.392], [5.902, -0.529, -1.822], [4.759, 0.665, -1.158], [3.025, -1.548, -1.026], [3.163, -0.399, -2.357], [3.065, -3.230, -3.423], [5.155, -3.396, -2.314], [5.001, -1.877, -4.169], [-3.796, -0.445, 3.658], [-3.544, 0.230, 3.013], [-3.869, -1.247, 3.122], [8.646, -0.347, 0.391], [8.518, 0.505, 0.826], [9.473, -0.248, -0.100], [2.945, 1.631, -3.522], [2.829, 2.478, -3.073], [3.761, 1.748, -4.021], [1.857, 2.030, 1.869], [1.097, 1.848, 2.437], [2.579, 2.128, 2.502], [-7.076, -0.034, 0.107], [-7.135, 0.215, 1.042], [-6.875, -0.977, 0.130], [-0.004, 0.031, -2.891], [0.781, 0.584, -3.001], [0.313, -0.863, -3.072], [0.459, 3.284, 3.896], [1.131, 3.727, 4.430], [-0.179, 3.975, 3.696], [4.362, 2.493, -5.835], [3.943, 1.717, -6.230], [4.757, 2.954, -6.586], [-5.512, 1.544, 2.346], [-5.518, 2.508, 2.417], [-5.221, 1.231, 3.212], [11.233, -1.746, 0.200], [10.910, -2.147, 1.016], [12.182, -1.922, 0.197], [3.950, 3.880, 0.657], [3.492, 4.659, 0.997], [3.424, 3.142, 1.000], [-8.691, -0.153, 2.607], [-9.316, 0.487, 2.974], [-8.952, -0.998, 2.993], [5.085, 5.105, -4.422], [4.626, 4.345, -4.800], [5.499, 5.520, -5.191], [-3.734, 3.237, 0.998], [-4.010, 2.351, 0.733], [-3.517, 3.686, 0.173], [-10.956, 1.862, 1.622], [-10.742, 2.554, 0.983], [-11.003, 1.052, 1.094], [7.425, -4.614, -1.552], [7.586, -3.682, -1.361], [7.592, -5.062, -0.714], [-10.743, -0.097, -0.529], [-9.855, -0.477, -0.564], [-10.911, 0.222, -1.425], [-12.072, 0.863, -3.463], [-11.858, 1.563, -4.092], [-12.105, 0.061, -3.998], [4.979, 3.463, -2.170], [5.234, 4.385, -2.046], [5.085, 3.071, -1.294], [-11.750, 4.803, 1.182], [-12.366, 4.376, 1.792], [-11.066, 5.172, 1.754]]}

=====

{"formula": "C46H62NO2TeTi", "method": "ωB97M-V/def2-TZVPD", "multiplicity": 3, "relative_energy_kcal_mol": 0.3, "total_charge": 1, "elements": ["Ti", "C", "C", "C", "C", "C", "C", "C", "C", "C", "C", "H", "H", "H", "H", "H", "H", "H", "H", "H", "H", "H", "H", "H", "H", "C", "C", "C", "C", "C", "C", "C", "N", "C", "C", "C", "C", "C", "C", "O", "C", "C", "C", "C", "C", "C", "C", "C", "C", "O", "C", "C", "C", "C", "C", "C", "H", "H", "H", "H", "H", "H", "H", "H", "H", "H", "H", "H", "H", "H", "H", "H", "H", "H", "H", "H", "H", "H", "H", "H", "H", "H", "H", "H", "H", "H", "H", "H", "H", "H", "H", "H", "H", "H", "H", "H", "C", "Te", "C", "C", "C", "C", "C", "C", "C", "H", "H", "H", "H", "H", "H", "H", "H"], "xyz": [[0.267, 0.095, 0.250], [0.768, 3.691, 1.162], [0.564, 3.104, 2.565], [-0.632, 3.749, 3.261], [0.470, 1.589, 2.513], [-0.749, 0.911, 2.433], [-0.803, -0.488, 2.431], [0.359, -1.253, 2.550], [0.276, -2.750, 2.606], [1.580, -0.575, 2.584], [1.636, 0.814, 2.553], [0.820, 4.779, 1.206], [-0.062, 3.415, 0.505], [1.702, 3.330, 0.725], [1.457, 3.330, 3.153], [-1.544, 3.656, 2.668], [-0.446, 4.813, 3.402], [-0.804, 3.302, 4.242], [-1.676, 1.461, 2.359], [-1.764, -0.981, 2.361], [1.216, -3.183, 2.943], [0.050, -3.161, 1.619], [-0.515, -3.057, 3.289], [2.502, -1.139, 2.630], [2.601, 1.305, 2.600], [-0.223, -6.522, -3.597], [-0.199, -5.076, -4.114], [-1.572, -4.746, -4.698], [0.848, -4.943, -5.232], [0.177, -4.140, -2.969], [-0.637, -3.123, -2.552], [-0.215, -2.272, -1.506], [-0.871, -1.214, -0.977], [-2.105, -0.705, -1.334], [-3.189, -1.396, -1.879], [-4.344, -0.724, -2.222], [-4.388, 0.653, -1.979], [-3.357, 1.377, -1.383], [-2.197, 0.677, -1.040], [-1.113, 1.226, -0.442], [-3.513, 2.875, -1.078], [-3.432, 3.091, 0.441], [-2.401, 3.686, -1.760], [-4.856, 3.427, -1.560], [-5.514, -1.494, -2.833], [-5.049, -2.171, -4.131], [-5.994, -2.566, -1.844], [-6.696, -0.581, -3.163], [1.099, -2.402, -0.947], [1.455, -1.460, -0.082], [1.923, -3.472, -1.340], [1.430, -4.309, -2.321], [3.319, -3.668, -0.732], [3.210, -3.810, 0.793], [4.216, -2.468, -1.079], [4.001, -4.927, -1.271], [-0.484, -7.206, -4.407], [-0.968, -6.631, -2.805], [0.744, -6.833, -3.198], [-1.795, -5.445, -5.506], [-1.601, -3.736, -5.114], [-2.361, -4.845, -3.948], [0.597, -5.607, -6.061], [1.850, -5.204, -4.886], [0.870, -3.917, -5.607], [-1.574, -2.933, -3.047], [-3.137, -2.471, -1.986], [-5.284, 1.187, -2.252], [-2.462, 2.768, 0.815], [-4.215, 2.524, 0.951], [-3.562, 4.149, 0.679], [-1.424, 3.417, -1.361], [-2.554, 4.754, -1.589], [-2.404, 3.510, -2.839], [-5.697, 2.932, -1.070], [-4.971, 3.330, -2.641], [-4.906, 4.489, -1.314], [-4.235, -2.879, -3.953], [-4.699, -1.425, -4.849], [-5.877, -2.721, -4.584], [-5.203, -3.280, -1.605], [-6.830, -3.124, -2.272], [-6.330, -2.105, -0.913], [-6.419, 0.189, -3.887], [-7.097, -0.098, -2.269], [-7.497, -1.177, -3.603], [2.047, -5.137, -2.643], [2.798, -2.905, 1.236], [4.197, -3.991, 1.224], [2.565, -4.654, 1.052], [3.793, -1.535, -0.710], [4.342, -2.399, -2.162], [5.204, -2.598, -0.632], [3.422, -5.826, -1.046], [4.977, -5.031, -0.796], [4.162, -4.873, -2.350], [0.758, 2.391, -2.959], [2.159, 1.391, -1.686], [2.155, -0.138, -3.195], [1.568, 0.510, -4.424], [1.672, -0.108, -5.666], [1.116, 0.484, -6.789], [0.456, 1.704, -6.681], [0.351, 2.329, -5.447], [0.902, 1.736, -4.314], [0.969, 3.458, -2.985], [-0.225, 2.227, -2.527], [1.553, -0.969, -2.841], [3.173, -0.486, -3.350], [2.198, -1.053, -5.755], [1.208, 0.000, -7.753], [0.032, 2.172, -7.559], [-0.154, 3.284, -5.362]]}

=====

{"formula": "C7H8BClF2O2", "method": "ωB97M-V/def2-TZVPD", "multiplicity": 3, "relative_energy_kcal_mol": 1.7, "elements": ["B", "C", "C", "C", "C", "C", "C", "C", "O", "O", "F", "F", "Cl", "H", "H", "H", "H", "H", "H", "H", "H"], "xyz": [[-2.040, -0.518, 2.383], [0.406, 0.940, 0.947], [-0.880, 0.585, 0.341], [1.708, 0.762, -1.297], [1.532, 1.012, 0.156], [1.189, -0.286, -1.921], [-2.012, 0.038, 0.885], [1.555, -0.718, -3.327], [-1.069, -0.093, 3.241], [-3.148, -1.142, 2.843], [2.686, 1.309, 0.747], [-2.984, -0.172, 0.033], [0.163, -0.964, -4.450], [0.681, 0.998, 2.018], [-0.925, 0.894, -0.678], [2.361, 1.426, -1.751], [0.447, -0.856, -1.238], [2.224, -1.571, -3.278], [2.147, 0.191, -3.535], [-0.986, -0.436, 4.165], [-3.056, -1.396, 3.717]]}

=====

{"formula": "C4H9NO2", "method": "ωB97M-V/def2-TZVPD", "multiplicity": 1, "relative_energy_kcal_mol": 44.2, "elements": ["O", "C", "N", "C", "H", "H", "H", "H", "H", "O", "C", "C", "H", "H", "H", "H"], "xyz": [[0.864, -0.336, -0.686], [0.852, -0.607, 0.507], [0.117, 0.113, 1.406], [1.638, -1.753, 1.106], [0.109, -0.116, 2.403], [-0.436, 0.901, 1.058], [2.194, -2.268, 0.305], [0.966, -2.479, 1.593], [2.360, -1.385, 1.855], [-0.853, 1.839, 0.278], [-1.113, 1.850, -0.910], [-1.335, 0.599, -1.719], [-1.197, 2.823, -1.453], [-2.179, 0.031, -1.292], [-0.430, -0.031, -1.676], [-1.559, 0.821, -2.775]]}

=====

We obtain molar mass values of 349.11, 664.56, 1215.50, 92.25, 562.71, 836.47, 208.40, 103.12 g mol⁻¹ for the records listed above, in that order.